This record from OMol25 describes a cluster of 5 separate species, C32H72BBrClNO17S in total in a non-equilibrium geometry. The level of theory is ωB97M-V with the def2-TZVPD basis set.

Last column: Löwdin charge in e.
Atoms and positions in Å:
C1 2.3584 8.3980 5.9360  -0.071
C2 3.8107 8.7974 5.6461  -0.260
C3 4.6742 7.6446 5.1754  -0.601
Cl1 6.3714 8.2397 5.0939  0.755
C4 4.3364 7.0551 3.8186  -0.358
B1 4.6354 8.0424 2.5528  -0.566
O1 4.5416 9.4148 2.7059  0.148
N1 4.9576 7.5136 1.2333  -0.091
C5 3.9429 8.0619 0.3008  -0.063
C6 6.3083 7.9999 0.8335  -0.049
O2 2.9116 6.7691 3.5972  -0.141
S1 2.7045 5.4678 2.6995  0.555
O3 2.1613 5.7604 1.4280  -0.221
O4 1.8928 4.5210 3.3483  -0.218
O5 4.2439 5.0348 2.5884  -0.193
C7 4.9545 5.6688 3.6476  -0.756
C8 6.4341 5.5437 3.3873  -0.086
Br1 4.6152 4.4454 5.1921  0.862
H1 2.2495 7.3565 6.2147  0.083
H2 1.7815 8.5215 5.0249  0.068
H3 1.9061 9.0686 6.6521  0.076
H4 3.8331 9.6561 4.9902  0.098
H5 4.2451 9.1302 6.5829  0.105
H6 4.6725 6.9070 5.9630  0.058
H7 3.6114 9.6706 2.8389  0.132
H8 4.0189 7.5090 -0.6294  0.093
H9 4.1119 9.1209 0.1131  0.085
H10 2.9383 7.8965 0.6706  0.073
H11 6.8720 8.2455 1.7292  0.077
H12 6.2583 8.8588 0.1753  0.088
H13 6.8301 7.1729 0.3644  0.089
H14 6.8152 6.3084 2.7243  0.066
H15 6.6170 4.5876 2.9172  0.101
H16 6.9586 5.5945 4.3267  0.058
C9 2.0543 1.2638 -5.5109  -0.113
O6 2.3375 1.4049 -4.1382  -0.209
C10 3.6847 1.0902 -3.8310  -0.207
C11 4.1064 1.7310 -2.5274  -0.187
O7 4.4099 3.1125 -2.6311  -0.125
C12 3.3015 3.9965 -2.7516  -0.176
C13 2.5300 4.1830 -1.4637  -0.206
O8 1.6576 3.0867 -1.2396  -0.196
C14 1.2968 2.9649 0.1235  -0.097
H17 2.2006 0.2284 -5.8411  0.089
H18 1.0128 1.5400 -5.6638  0.088
H19 2.6834 1.9326 -6.1099  0.088
H20 4.3465 1.4318 -4.6360  0.127
H21 3.7725 -0.0023 -3.7350  0.125
H22 5.0412 1.2566 -2.2190  0.128
H23 3.3707 1.5486 -1.7413  0.115
H24 2.6425 3.6983 -3.5686  0.121
H25 3.7390 4.9618 -3.0173  0.124
H26 1.9248 5.0973 -1.5306  0.130
H27 3.2351 4.2820 -0.6307  0.121
H28 2.1871 2.8072 0.7430  0.091
H29 0.6479 2.0959 0.2195  0.081
H30 0.7650 3.8545 0.4682  0.080
C15 2.0418 -5.4080 0.3797  -0.112
O9 1.1642 -4.3070 0.3343  -0.214
C16 1.1364 -3.5867 1.5561  -0.200
C17 0.6532 -2.1739 1.3231  -0.181
O10 1.6420 -1.3120 0.7787  -0.124
C18 1.9567 -1.4962 -0.5956  -0.175
C19 0.8874 -1.0008 -1.5402  -0.191
O11 -0.1681 -1.9470 -1.6276  -0.206
C20 -1.3705 -1.3604 -2.0714  -0.103
H31 1.7301 -6.1317 1.1422  0.089
H32 2.0189 -5.8904 -0.5960  0.086
H33 3.0683 -5.0808 0.5819  0.088
H34 2.1360 -3.5584 2.0058  0.128
H35 0.4484 -4.0964 2.2450  0.129
H36 0.4053 -1.7435 2.2958  0.129
H37 -0.2559 -2.1648 0.7193  0.122
H38 2.2162 -2.5351 -0.8065  0.122
H39 2.8521 -0.8924 -0.7635  0.120
H40 1.3162 -0.8668 -2.5425  0.124
H41 0.5057 -0.0373 -1.1834  0.122
H42 -1.6950 -0.5732 -1.3804  0.090
H43 -2.1324 -2.1377 -2.0964  0.079
H44 -1.2538 -0.9395 -3.0766  0.090
C21 -5.5175 -5.9334 -6.1679  -0.114
O12 -4.9180 -6.2481 -4.9324  -0.201
C22 -5.1725 -7.5848 -4.5358  -0.205
C23 -4.1349 -8.0607 -3.5438  -0.186
O13 -2.8980 -8.4312 -4.1337  -0.126
C24 -2.0602 -7.3685 -4.5708  -0.181
C25 -1.3902 -6.6208 -3.4388  -0.204
O14 -2.2914 -5.7004 -2.8488  -0.203
C26 -1.9118 -5.3463 -1.5348  -0.104
H45 -6.6086 -6.0253 -6.1130  0.088
H46 -5.2612 -4.9033 -6.4074  0.088
H47 -5.1344 -6.5825 -6.9642  0.088
H48 -5.1691 -8.2495 -5.4080  0.128
H49 -6.1646 -7.6183 -4.0628  0.126
H50 -4.5143 -8.9758 -3.0828  0.128
H51 -3.9852 -7.3331 -2.7440  0.116
H52 -2.5953 -6.6854 -5.2321  0.121
H53 -1.2767 -7.8506 -5.1595  0.126
H54 -0.5303 -6.0594 -3.8304  0.129
H55 -1.0392 -7.3408 -2.6893  0.128
H56 -1.8881 -6.2319 -0.8870  0.090
H57 -2.6561 -4.6534 -1.1447  0.078
H58 -0.9314 -4.8577 -1.5277  0.081
C27 -6.2791 -5.6656 -0.6585  -0.106
O15 -6.6625 -5.3379 0.6578  -0.196
C28 -5.7806 -5.8864 1.6215  -0.205
C29 -5.8596 -5.1202 2.9223  -0.183
O16 -5.1422 -3.8943 2.9103  -0.128
C30 -5.7193 -2.8143 2.1904  -0.183
C31 -6.9060 -2.1815 2.8815  -0.206
O17 -8.0758 -2.9581 2.6836  -0.199
C32 -9.0577 -2.7018 3.6602  -0.116
H59 -6.2977 -6.7513 -0.8142  0.087
H60 -6.9862 -5.1972 -1.3399  0.091
H61 -5.2770 -5.2795 -0.8798  0.080
H62 -4.7478 -5.8615 1.2524  0.126
H63 -6.0719 -6.9315 1.7994  0.128
H64 -5.3707 -5.7244 3.6898  0.127
H65 -6.8956 -4.9722 3.2320  0.122
H66 -5.9666 -3.1052 1.1681  0.122
H67 -4.9310 -2.0602 2.1369  0.127
H68 -7.0808 -1.1824 2.4586  0.128
H69 -6.6913 -2.0870 3.9528  0.128
H70 -8.6828 -2.9366 4.6636  0.088
H71 -9.9111 -3.3429 3.4487  0.087
H72 -9.3827 -1.6550 3.6305  0.088

The calculation puts the total energy at -6053.32223 hartree. Its SMILES is CC[C@H](Cl)[C@]1(B(O)N(C)C)OS(=O)(=O)O[C@]1(C)Br.COCCOCCOC.COCCOCCOC.COCCOCCOC.COCCOCCOC. As for the HOMO-LUMO gap: 0.3399 hartree. Its HOMO energy is -8.98 eV.